[1]
Entry from the OMol25 dataset: a cluster of 3 separate species, C6H16N2O2 in total (ωB97M-V with the def2-TZVPD basis set).

Geometry as XYZ:
```
26
Properties=species:S:1:pos:R:3:nbo_charge:R:1
C -0.064 -0.206 -0.664 0.218
C 0.067 0.197 0.673 0.186
C 0.796 -1.285 -1.254 -0.697
C -0.895 0.563 -1.651 -0.684
C 0.922 -0.566 1.645 -0.680
C -0.801 1.260 1.278 -0.692
N -1.651 -1.475 0.201 -0.372
N 1.628 1.494 -0.197 -0.370
O -2.880 -0.796 0.455 -0.601
O 2.851 0.831 -0.516 -0.600
H -3.330 -0.822 -0.398 0.467
H 3.329 0.831 0.321 0.467
H -1.404 -1.794 1.140 0.303
H 1.350 1.848 -1.113 0.303
H 1.848 -0.992 -1.234 0.254
H 0.512 -1.477 -2.288 0.218
H 0.688 -2.217 -0.700 0.229
H -0.267 0.939 -2.461 0.223
H -1.447 1.389 -1.211 0.224
H -1.609 -0.128 -2.106 0.228
H 1.504 -1.364 1.194 0.224
H 1.615 0.138 2.112 0.229
H 0.309 -0.978 2.449 0.222
H -0.732 2.191 0.717 0.228
H -0.491 1.472 2.301 0.218
H -1.847 0.947 1.307 0.254
```

Computed properties:
Lowest unoccupied orbital energy (alpha / beta)   0.80 / 0.80 eV
Relative energy (zero: lowest compared OMol25 entry of this formula, charge and spin)   195.4 kcal/mol
Frontier orbital gap (alpha / beta)   7.79 / 7.80 eV
HOMO energy (alpha / beta)   -6.99 / -7.00 eV
E   -13549.679 eV



[2]
Entry from the OMol25 dataset: a cluster of 2 separate species, C6H16N2O4 in total (ωB97M-V with the def2-TZVPD basis set).

Geometry as XYZ:
```
28
Properties=species:S:1:pos:R:3:nbo_charge:R:1
C 1.243 -0.637 -0.441 -0.628
C -0.120 -1.239 -0.017 -0.410
C -0.821 -2.022 -1.137 0.249
C -2.252 -2.411 -0.729 -0.630
C 0.030 -3.269 -1.427 -0.636
C 0.282 3.902 0.935 0.717
H 1.290 -0.359 -1.492 0.226
H 2.076 -1.336 -0.226 0.196
H 1.373 0.311 0.105 0.223
H -0.775 -0.392 0.240 0.206
H -0.015 -1.875 0.877 0.202
H -2.872 -1.534 -0.515 0.218
H -2.276 -3.060 0.147 0.212
H -2.756 -2.913 -1.571 0.200
H 0.028 -3.922 -0.541 0.211
H -0.357 -3.820 -2.285 0.202
H 1.060 -2.970 -1.658 0.219
H -1.299 -1.568 -2.976 0.463
H 0.336 2.382 3.168 0.483
H -0.933 4.571 2.397 0.382
H 1.804 3.408 -0.021 0.376
H 2.700 2.805 1.751 0.468
N -0.440 3.694 2.080 -0.358
N 1.166 2.942 0.621 -0.343
O -0.868 -1.113 -2.241 -0.727
O 0.286 3.355 3.222 -0.547
O 0.221 4.804 0.105 -0.611
O 1.889 2.267 1.630 -0.564
```

Computed properties:
Lowest unoccupied orbital energy   0.36 eV
Relative energy (zero: lowest compared OMol25 entry of this formula, charge and spin)   0.0 kcal/mol
Frontier orbital gap   10.11 eV
SMILES string   CCC(C)(C)O.O=C(NO)NO
HOMO energy   -9.75 eV
E   -17648.212 eV



[3]
Entry from the OMol25 dataset: the ion C6H16N3 with charge +1 (ωB97M-V with the def2-TZVPD basis set).

Geometry as XYZ:
```
25
Properties=species:S:1:pos:R:3:mulliken_spin:R:1
C 2.378 -0.681 -1.384 0.009
C 2.131 1.580 0.624 0.005
C -2.546 -0.897 0.973 -0.028
C -2.972 0.487 -0.976 0.016
C 1.927 0.060 0.873 -0.085
C -0.735 0.290 -0.114 0.574
N 2.497 -0.815 0.057 0.034
N 0.106 -0.092 0.745 0.680
N -2.030 0.012 -0.057 0.631
H 1.174 -0.682 -1.666 -0.014
H 2.864 -1.522 -1.808 0.002
H 2.176 1.853 -0.436 -0.003
H 3.101 1.743 1.093 0.001
H 1.288 2.172 1.136 0.005
H -3.567 -1.470 0.726 0.010
H -1.908 -1.783 1.053 0.012
H -2.601 -0.358 1.949 0.027
H -2.654 1.430 -1.509 0.007
H -3.276 -0.392 -1.637 0.065
H -4.076 0.690 -0.604 0.039
H 2.060 -0.198 1.881 0.010
H -0.233 0.828 -0.893 0.031
H -0.351 -0.717 1.470 -0.032
H 2.884 0.168 -1.839 -0.002
H 2.362 -1.702 0.340 0.007
```

Computed properties:
Net charge   +1
Lowest unoccupied orbital energy (alpha / beta)   -2.55 / -6.67 eV
⟨S²⟩   2.008
Relative energy (zero: lowest compared OMol25 entry of this formula, charge and spin)   19.3 kcal/mol
Frontier orbital gap (alpha / beta)   6.07 / 6.83 eV
HOMO energy (alpha / beta)   -8.62 / -13.50 eV
Spin multiplicity   3
E   -10938.841 eV



[4]
Entry from the OMol25 dataset: a cluster of 2 separate species, C6H16N3O4 in total (ωB97M-V with the def2-TZVPD basis set).

Geometry as XYZ:
```
29
Properties=species:S:1:pos:R:3:nbo_charge:R:1
C -2.725 2.034 -1.593 -0.636
C 1.491 0.730 1.498 -0.427
C 1.699 -1.700 1.759 -0.488
C 1.116 -0.866 -2.641 -0.208
C -1.404 1.994 -0.862 -0.063
C -0.376 -0.260 -0.787 0.903
N -0.246 -0.498 2.480 -0.564
N -0.632 -1.468 -0.093 0.361
N 0.815 -0.539 1.605 -0.218
O 0.073 -2.440 -0.432 -0.452
O -1.534 -1.490 0.776 -0.330
O 0.456 0.043 -1.694 -0.439
O -1.176 0.646 -0.316 -0.427
H -2.661 1.558 -2.632 0.233
H -3.487 1.513 -0.897 0.241
H -2.961 3.055 -1.641 0.241
H 1.915 0.832 0.428 0.211
H 0.792 1.522 1.535 0.206
H 2.331 0.910 2.234 0.230
H 1.586 -2.303 0.772 0.262
H 2.805 -1.680 2.009 0.253
H 1.330 -2.408 2.574 0.225
H 0.371 -1.555 -3.026 0.219
H 1.798 -1.355 -2.119 0.206
H 1.484 -0.218 -3.385 0.218
H -1.305 2.549 0.039 0.206
H -0.596 2.308 -1.474 0.201
H -0.292 -1.349 3.063 0.412
H -0.668 0.435 2.819 0.426
```

Computed properties:
Net charge   +1
Lowest unoccupied orbital energy (alpha / beta)   -4.97 / -4.76 eV
Relative energy (zero: lowest compared OMol25 entry of this formula, charge and spin)   57.9 kcal/mol
Frontier orbital gap (alpha / beta)   6.77 / 7.53 eV
HOMO energy (alpha / beta)   -11.75 / -12.28 eV
E   -19127.480 eV



[5]
Entry from the OMol25 dataset: a cluster of 2 separate species, C6H16NO in total (ωB97M-V with the def2-TZVPD basis set).

Geometry as XYZ:
```
24
Properties=species:S:1:pos:R:3:nbo_charge:R:1
C -0.125 0.144 2.586 -0.082
O 0.073 0.782 3.853 -0.699
C -0.814 1.226 1.759 -0.232
N -1.210 0.644 0.429 -0.704
H -0.771 -0.765 2.616 0.171
H 0.839 -0.101 2.102 0.184
H 0.720 0.284 4.373 0.495
H -1.721 1.599 2.257 0.239
H -0.174 2.060 1.564 0.233
H -1.745 -0.217 0.621 0.430
H -0.390 0.306 -0.105 0.470
H -1.816 1.235 -0.154 0.452
C 0.518 -0.013 -2.096 -0.216
C 0.679 -1.158 -1.431 -0.205
C 2.002 -1.775 -1.044 -0.652
C -0.814 0.604 -2.529 -0.679
H 1.432 0.478 -2.485 0.225
H -0.234 -1.785 -1.229 0.192
H 2.235 -1.782 0.020 0.225
H 2.026 -2.829 -1.394 0.240
H 2.778 -1.271 -1.606 0.228
H -1.680 0.006 -2.300 0.210
H -0.871 0.673 -3.615 0.263
H -0.937 1.655 -2.190 0.211
```

Computed properties:
Net charge   +1
Lowest unoccupied orbital energy   -3.26 eV
Relative energy (zero: lowest compared OMol25 entry of this formula, charge and spin)   38.0 kcal/mol
Frontier orbital gap   10.21 eV
HOMO energy   -13.48 eV
E   -10011.663 eV



[6]
Entry from the OMol25 dataset: a cluster of 2 separate species, C6H16NO in total (ωB97M-V with the def2-TZVPD basis set).

Geometry as XYZ:
```
24
Properties=species:S:1:pos:R:3:nbo_charge:R:1
C -0.828 2.255 1.354 -0.500
C -0.704 1.040 1.870 0.301
O 0.367 0.240 1.475 -0.738
C -1.639 0.404 2.861 -0.681
H -1.694 2.820 1.660 0.232
H -0.066 2.634 0.689 0.216
H 0.436 -0.508 2.076 0.499
H -2.414 1.106 3.140 0.251
H -2.051 -0.515 2.437 0.216
H -1.113 0.108 3.772 0.235
C 1.374 -0.041 -2.769 -0.635
C 0.485 -1.067 -2.084 -0.037
C 1.250 -2.121 -1.318 -0.635
N -0.416 -0.328 -1.122 -0.687
H 0.781 0.703 -3.301 0.225
H 2.008 0.467 -2.039 0.225
H 2.054 -0.504 -3.480 0.255
H -0.194 -1.505 -2.817 0.219
H 1.869 -1.658 -0.546 0.225
H 1.912 -2.660 -1.988 0.256
H 0.582 -2.830 -0.825 0.222
H -0.994 0.368 -1.592 0.436
H -1.059 -0.996 -0.693 0.430
H 0.058 0.149 -0.343 0.470
```

Computed properties:
Net charge   +1
Lowest unoccupied orbital energy   -3.16 eV
Relative energy (zero: lowest compared OMol25 entry of this formula, charge and spin)   14.7 kcal/mol
Frontier orbital gap   9.73 eV
HOMO energy   -12.89 eV
E   -10012.676 eV